No. 1
Here is C5H5ClHfO15 as an isolated structure from the OMol25 dataset. Energies are from wB97M-V/def2-TZVPD.

As for the strongest force on any atom: 0.2023 Eh/bohr. Its charge is -2.

Geometry as XYZ:
```
27
Properties=species:S:1:pos:R:3:forces:R:3
Hf -0.540 -0.454 -0.270 0.512 0.281 0.272
Cl -2.541 -2.382 0.182 1.295 1.357 -0.253
O -2.762 3.038 -1.556 -1.444 0.756 -0.805
C -2.151 1.893 -1.392 0.468 -2.364 1.770
O -2.591 0.821 -1.047 -7.342 -4.231 1.911
O -0.967 1.739 -1.412 9.729 3.299 -1.652
H -2.166 3.588 -2.070 0.320 0.208 0.187
O 0.434 -2.524 -3.962 -0.471 -0.039 0.893
C -0.054 -2.094 -2.769 -0.429 1.777 3.975
O -0.929 -1.196 -2.608 -1.376 2.154 -2.590
O 0.360 -2.440 -1.646 2.466 -2.064 0.146
H 0.009 -1.969 -4.621 -0.218 0.171 -0.123
O 3.318 1.457 -0.296 1.862 1.179 0.375
C 2.154 0.885 -0.323 -1.953 -2.031 -1.158
O 1.393 0.785 0.585 -2.685 1.905 8.045
O 1.672 0.275 -1.264 0.279 -2.237 -7.263
H 3.795 1.245 -1.101 -0.205 -0.124 -0.253
O 1.585 -2.336 3.284 -0.085 -0.282 0.452
C 1.480 -2.389 1.946 0.306 0.618 -2.859
O 2.346 -3.003 1.319 1.131 -1.058 0.614
O 0.581 -1.762 1.384 -3.445 2.450 -1.359
H 2.357 -2.900 3.201 0.952 -0.497 1.528
O -1.862 1.630 3.747 -0.218 -0.328 -0.490
C -1.265 1.822 2.533 3.637 2.315 -3.310
O -0.640 2.935 2.271 -2.494 -2.449 1.880
O -1.246 0.859 1.695 -0.770 -0.993 0.109
H -1.769 2.476 4.191 0.178 0.227 -0.042
```
Positions in Å, forces in eV/Å.

---

No. 2
Here is an isolated ion of composition C5H5ClN and charge +1 from the OMol25 dataset. Energies are from wB97M-V/def2-TZVPD.

As for the strongest force on any atom: 0.0778 Eh/bohr. Its charge is +1.

Geometry as XYZ:
```
12
Properties=species:S:1:pos:R:3:forces:R:3
C 1.320 1.214 -1.933 0.327 0.116 -0.380
C 0.570 -0.453 0.560 0.054 0.550 -2.195
C 1.727 -0.378 -0.144 0.035 -1.765 3.590
C -0.662 0.261 -0.014 -0.668 1.352 -0.164
C -0.341 1.624 -0.487 -0.474 2.676 -1.463
N 1.744 0.435 -1.175 -0.258 1.509 -2.493
Cl 0.356 2.710 0.566 -0.058 -0.176 -0.190
H 0.547 -1.008 1.444 -0.309 -0.756 1.153
H 2.690 -0.798 0.207 -0.833 0.102 -0.284
H -1.266 -0.095 -0.856 0.648 -1.261 0.046
H -1.502 0.559 0.686 0.932 -0.608 0.126
H -0.780 2.197 -1.440 0.602 -1.739 2.255
```
Positions in Å, forces in eV/Å.

---

Energy / eV: -49814.841; -19266.652
Relative energy (zero: lowest compared OMol25 entry of this formula, charge and spin) / kcal/mol: 84.7; 121.3